Density functional theory data (the ωB97M-V functional and the def2-TZVPD basis) for C17H28FKN3OTa as an isolated structure in a non-equilibrium geometry.

Computed properties:
LUMO (spin up / spin down) = -7.44 / -7.44 eV
Spin multiplicity = 1
Orbital gap (spin up / spin down) = 7.65 / 7.65 eV
Total charge = +2
Highest occupied orbital energy (spin up / spin down) = -15.1 / -15.1 eV

Positions of all 52 atoms, in Å:
1 N -0.05 1.65 -1.36
2 C 0.39 2.71 -1.83
3 O 0.84 3.70 -2.29
4 K -3.00 -0.91 -1.22
5 Ta 0.00 0.05 -0.23
6 N 0.30 -1.63 -1.21
7 N -1.79 -0.05 0.57
8 C 1.43 -1.65 -2.21
9 C -2.81 0.94 1.17
10 C 0.82 -1.39 -3.59
11 C 2.11 -3.02 -2.20
12 C 2.46 -0.59 -1.88
13 C -4.11 0.18 1.47
14 C -2.23 1.52 2.46
15 C -3.04 2.03 0.13
16 H 0.06 -2.14 -3.83
17 H 1.60 -1.42 -4.35
18 H 0.33 -0.40 -3.62
19 H 2.41 -3.30 -1.19
20 H 3.02 -2.98 -2.83
21 H 1.47 -3.81 -2.62
22 H 2.04 0.43 -1.87
23 H 3.22 -0.60 -2.69
24 H 2.99 -0.81 -0.95
25 H -4.69 -0.11 0.58
26 H -4.77 0.85 2.04
27 H -3.92 -0.71 2.10
28 H -2.15 0.76 3.24
29 H -2.91 2.29 2.84
30 H -1.25 1.98 2.31
31 H -2.10 2.47 -0.23
32 H -3.63 2.83 0.59
33 H -3.63 1.68 -0.75
34 C -1.28 -1.15 1.48
35 H -0.18 -1.36 1.30
36 H -1.38 -0.83 2.52
37 H -1.86 -2.09 1.34
38 C -0.64 -2.80 -1.34
39 H -0.07 -3.73 -1.38
40 H -1.29 -2.90 -0.46
41 H -1.25 -2.73 -2.28
42 F 4.48 2.66 3.21
43 C 3.44 2.05 2.56
44 C 2.33 2.82 2.21
45 C 1.28 2.20 1.51
46 C 1.36 0.81 1.22
47 C 2.48 0.05 1.62
48 C 3.55 0.68 2.29
49 H 2.28 3.88 2.46
50 H 0.41 2.79 1.21
51 H 2.50 -1.03 1.43
52 H 4.44 0.13 2.58

Atom charges from the Mulliken analysis, given in e for atoms 1 to 5: N -0.448; C 1.049; O -0.385; K 0.945; Ta -0.905

***

Density functional theory data (the ωB97M-V functional and the def2-TZVPD basis) for a 2-piece molecular cluster, C2H3FO2 overall in a non-equilibrium geometry.

Computed properties:
LUMO = -0.86 eV
Spin multiplicity = 1
Relative energy (zero: lowest compared OMol25 entry of this formula, charge and spin) = 363.1 kJ/mol
Orbital gap = 9.03 eV
Total charge = 0
Highest occupied orbital energy = -9.9 eV

Positions of all 8 atoms, in Å:
1 C -0.43 0.94 0.92
2 C -0.21 -0.56 -0.84
3 O -0.45 1.67 1.81
4 O -0.93 0.32 -0.01
5 F 1.94 0.05 0.89
6 H -0.12 -1.64 -0.30
7 H 0.78 -0.27 -0.63
8 H -0.59 -0.50 -1.85

Atom charges from the Mulliken analysis, given in e for atoms 1 to 5: C 0.741; C -0.590; O -0.178; O -0.151; F -0.751

***

Density functional theory data (the ωB97M-V functional and the def2-TZVPD basis) for an isolated ion of composition C4H13N2 and charge +1 in a non-equilibrium geometry.

Computed properties:
SMILES = C[N+](C)(C)CN
LUMO = -2.85 eV
Spin multiplicity = 1
Relative energy (zero: lowest compared OMol25 entry of this formula, charge and spin) = 138.9 kJ/mol
Orbital gap = 11.79 eV
Total charge = +1
Highest occupied orbital energy = -14.6 eV

Positions of all 19 atoms, in Å:
1 C -0.04 1.44 0.61
2 N -0.30 0.22 -0.21
3 C -1.77 -0.02 -0.24
4 C 0.21 0.43 -1.58
5 H -0.07 1.20 1.66
6 H -0.80 2.17 0.42
7 H 0.93 1.85 0.35
8 H -1.99 -0.96 -0.75
9 H -2.12 -0.10 0.79
10 H -2.26 0.77 -0.79
11 H -0.32 -0.21 -2.29
12 H 1.28 0.20 -1.64
13 H 0.04 1.46 -1.87
14 C 0.25 -1.05 0.69
15 N 1.63 -1.10 0.82
16 H -0.30 -0.77 1.58
17 H -0.19 -1.88 0.14
18 H 2.07 -1.75 0.18
19 H 2.10 -0.21 0.78

Atom charges from the Mulliken analysis, given in e for atoms 1 to 5: C -0.949; N -0.179; C -1.017; C -0.840; H 0.346

***

Density functional theory data (the ωB97M-V functional and the def2-TZVPD basis) for a 2-piece molecular cluster, C2H11N2O overall in a non-equilibrium geometry.

Computed properties:
LUMO (spin up / spin down) = 0.88 / 0.68 eV
Spin multiplicity = 2
Relative energy (zero: lowest compared OMol25 entry of this formula, charge and spin) = 61.0 kJ/mol
⟨S²⟩ = 0.751
Orbital gap (spin up / spin down) = 3.91 / 11.04 eV
Total charge = 0
Highest occupied orbital energy (spin up / spin down) = -3.0 / -10.4 eV

Positions of all 16 atoms, in Å:
1 C 1.30 1.73 -0.48
2 N 1.53 0.36 0.10
3 H 1.48 2.41 0.35
4 H 0.23 1.80 -0.71
5 H 1.93 1.91 -1.34
6 H 2.33 0.37 0.76
7 H 0.79 -0.03 0.74
8 H 1.71 -0.33 -0.65
9 N -1.16 -0.88 -0.94
10 C -1.72 -0.74 0.41
11 O -0.68 -0.80 1.38
12 H -1.88 -0.96 -1.65
13 H -0.77 -1.83 -0.84
14 H -2.47 -1.47 0.73
15 H -2.23 0.19 0.62
16 H -0.39 -1.72 1.52

Atom charges from the Mulliken analysis, given in e for atoms 1 to 5: C -1.081; N -1.649; H 0.450; H 0.248; H 0.492

***

Density functional theory data (the ωB97M-V functional and the def2-TZVPD basis) for C33H38CrN6PS as an isolated structure.

Computed properties:
LUMO (spin up / spin down) = -3.18 / -3.32 eV
Spin multiplicity = 5
⟨S²⟩ = 6.024
Orbital gap (spin up / spin down) = 6.98 / 7.06 eV
Total charge = +1
Highest occupied orbital energy (spin up / spin down) = -10.2 / -10.4 eV

Positions of all 80 atoms, in Å:
1 Cr 0.63 -0.17 1.33
2 N 3.72 -1.72 4.04
3 C 2.76 -1.00 3.40
4 S 1.41 -1.89 2.78
5 N 2.98 0.28 3.32
6 N 1.95 1.01 2.74
7 C 2.22 2.26 2.73
8 C 1.31 3.37 2.42
9 C 1.87 4.56 1.97
10 C 1.05 5.67 1.80
11 C -0.29 5.55 2.14
12 C -0.75 4.33 2.58
13 N 0.02 3.25 2.72
14 H 3.57 -2.70 4.20
15 H 4.43 -1.23 4.54
16 H 3.21 2.54 3.09
17 H 2.93 4.62 1.76
18 H 1.46 6.61 1.45
19 H -0.96 6.40 2.06
20 H -1.79 4.20 2.86
21 C 4.51 0.23 -1.25
22 C 3.60 -0.19 -0.27
23 N 2.41 0.35 -0.11
24 C 2.06 1.38 -0.92
25 C 2.89 1.88 -1.92
26 C 4.15 1.27 -2.08
27 C 2.45 2.98 -2.73
28 C 1.23 3.52 -2.55
29 C 0.34 3.01 -1.55
30 C -0.97 3.50 -1.37
31 C -1.78 2.94 -0.42
32 C -1.28 1.90 0.37
33 N -0.05 1.42 0.22
34 C 0.75 1.96 -0.73
35 H 5.47 -0.25 -1.34
36 H 3.86 -0.99 0.42
37 H 4.82 1.62 -2.85
38 H 3.11 3.35 -3.50
39 H 0.89 4.34 -3.18
40 H -1.32 4.31 -2.00
41 H -2.80 3.28 -0.27
42 H -1.89 1.45 1.14
43 C 0.77 -3.93 0.23
44 C -0.10 -3.24 -0.83
45 C -0.93 -4.31 -1.55
46 C 0.82 -2.58 -1.86
47 P -1.06 -1.81 -0.05
48 C -1.92 -1.20 -1.56
49 C -3.05 -1.86 -2.07
50 C -3.64 -1.44 -3.25
51 C -3.12 -0.37 -3.96
52 C -2.00 0.28 -3.48
53 C -1.41 -0.14 -2.29
54 C -2.47 -2.34 1.11
55 C -3.64 -1.35 0.93
56 C -1.98 -2.20 2.55
57 C -2.96 -3.78 0.94
58 H 1.27 -4.78 -0.23
59 H 0.19 -4.30 1.08
60 H 1.53 -3.26 0.63
61 H -0.23 -4.98 -2.05
62 H -1.57 -3.89 -2.32
63 H -1.52 -4.92 -0.87
64 H 1.60 -3.30 -2.14
65 H 1.32 -1.69 -1.47
66 H 0.28 -2.30 -2.77
67 H -3.47 -2.70 -1.55
68 H -4.52 -1.97 -3.62
69 H -3.59 -0.05 -4.88
70 H -1.57 1.10 -4.03
71 H -0.51 0.35 -1.97
72 H -3.29 -0.32 0.92
73 H -4.31 -1.47 1.79
74 H -4.22 -1.52 0.03
75 H -1.57 -1.21 2.76
76 H -1.22 -2.93 2.80
77 H -2.82 -2.36 3.22
78 H -3.40 -3.98 -0.04
79 H -3.74 -3.96 1.69
80 H -2.16 -4.49 1.12

Atom charges from the Mulliken analysis, given in e for atoms 1 to 5: Cr -0.171; N -0.413; C 0.564; S -0.565; N -1.041

***

Density functional theory data (the ωB97M-V functional and the def2-TZVPD basis) for one molecule with the formula C2H2BrClO in a non-equilibrium geometry.

Computed properties:
LUMO (spin up / spin down) = 0.35 / -1.76 eV
Spin multiplicity = 3
Relative energy (zero: lowest compared OMol25 entry of this formula, charge and spin) = 54.7 kJ/mol
⟨S²⟩ = 2.012
Orbital gap (spin up / spin down) = 7.59 / 9.01 eV
Total charge = 0
Highest occupied orbital energy (spin up / spin down) = -7.2 / -10.8 eV

Positions of all 7 atoms, in Å:
1 C 1.33 -0.79 -1.01
2 C -1.51 1.04 0.92
3 O 1.10 -1.38 -2.02
4 Cl 2.67 -0.88 -0.06
5 Br -0.19 0.82 -0.49
6 H -2.41 0.40 0.82
7 H -1.00 0.80 1.85

Atom charges from the Mulliken analysis, given in e for atoms 1 to 5: C 0.400; C -0.544; O -0.365; Cl -0.107; Br 0.054